No. 1
Below is 2 unconnected molecules or ions with the total composition C3H10NO2S, with properties calculated with wB97M-V/def2-TZVPD.

The calculation puts the LUMO energy at 3.2 eV. For the HOMO-LUMO gap, the calculation gives 6.7 eV. The HOMO energy comes out at -3.419 eV. The total energy is -19693.775 eV. The energy above the lowest of the compared OMol25 structures with the same formula, charge and spin comes out at 7.0 kcal/mol. As for the charge: -1.

Cartesian coordinates (Å):
C: 0.3930 -0.1932 0.9411
H: 1.2065 -1.9522 -0.0928
H: 2.3725 0.5396 -0.8691
S: 3.0058 -0.3958 -0.1549
O: -0.2201 1.0516 -2.4060
H: -1.6654 1.0958 1.1768
H: -0.7694 -0.9835 -0.5102
O: -2.2024 0.8088 -0.7918
C: -1.9658 0.3120 0.4435
H: -2.8451 -0.1902 0.8762
H: 0.3344 -0.1070 2.0305
N: -0.8712 -0.6958 0.4589
H: -1.0368 0.8939 -1.7746
H: 0.2093 1.8055 -1.9794
H: 0.6396 0.8192 0.5738
H: 1.8960 -1.6501 1.4891
C: 1.5191 -1.1584 0.5888

Atomic partial charges in e from the natural (NBO) method, atoms 1 to 5: C -0.2233; H 0.2136; H 0.1374; S -0.1070; O -1.0448

***

No. 2
Below is 2 unconnected molecules or ions with the total composition C3H10NO3 in a non-equilibrium geometry, with properties calculated with wB97M-V/def2-TZVPD.

The calculation puts the LUMO energy at -9.0 eV. For the HOMO-LUMO gap, the calculation gives 6.3 eV. The HOMO energy comes out at -15.346 eV. The total energy is -10893.903 eV. The energy above the lowest of the compared OMol25 structures with the same formula, charge and spin comes out at 151.3 kcal/mol. As for the charge: +1.

Cartesian coordinates (Å):
H: 2.4881 1.4725 -1.2300
H: 2.4642 -1.4092 0.4550
O: -3.1772 -0.6055 0.4378
H: -2.4318 -0.3159 0.9874
H: 0.8941 -1.3368 1.1251
H: -0.7142 1.6480 -0.0998
H: 0.9397 1.0446 -1.8831
O: -0.8149 0.1958 1.3008
C: 1.4573 -1.0544 0.2265
H: -3.8921 -0.7695 1.0620
C: -0.4196 0.6198 0.2227
C: 1.2457 0.4789 0.0801
O: -0.8382 -0.0732 -0.9649
H: 1.7715 1.0698 0.8324
N: 1.6305 0.9342 -1.1492
H: -1.7594 -0.3317 -0.7250
H: 1.1562 -1.5674 -0.6778

Atomic partial charges in e from the natural (NBO) method, atoms 1 to 5: H 0.4318; H 0.2680; O -0.9659; H 0.4661; H 0.2490

***

Among the records above, which one has the highest charge? C3H10NO3